Entry 1:
{"formula": "C3H6N2O2S", "method": "wB97M-V/def2-TZVPD", "lumo_energy_ev": 0.53, "homo_lumo_gap_ev": 9.266, "de_lowest_kcal_mol": 45.2, "smiles": "[H]/N=C(/N)OC(=S)OC", "spin_multiplicity": 1, "e_homo_ev": -8.7, "species": ["C", "C", "C", "H", "H", "H", "H", "H", "H", "N", "N", "O", "O", "S"], "coordinates": [[1.66, -0.64, 2.01], [-0.31, -0.23, 0.74], [0.32, 0.26, -1.55], [2.03, 0.38, 1.81], [1.92, -0.92, 3.04], [2.03, -1.33, 1.26], [2.06, 1.38, -1.24], [1.45, 1.35, -2.82], [-1.43, -0.42, -1.89], [1.45, 0.91, -1.93], [-0.70, 0.17, -2.30], [0.19, -0.65, 1.89], [0.57, -0.33, -0.27], [-1.84, 0.21, 0.58]]}

---

Entry 2:
{"formula": "C9H29MgN7O10P", "method": "wB97M-V/def2-TZVPD", "lumo_energy_ev": 2.79, "homo_lumo_gap_ev": 8.627, "spin_multiplicity": 1, "e_homo_ev": -5.8, "total_charge": -1, "species": ["Mg", "P", "O", "O", "O", "O", "C", "C", "O", "O", "H", "H", "H", "H", "H", "H", "C", "C", "C", "O", "C", "N", "H", "H", "H", "H", "H", "H", "H", "H", "H", "H", "H", "C", "O", "N", "N", "H", "H", "H", "H", "C", "O", "N", "N", "H", "H", "H", "H", "C", "O", "N", "N", "H", "H", "H", "H"], "coordinates": [[0.11, -1.49, 0.05], [-1.33, -1.58, -2.38], [-0.78, -0.50, -1.53], [-2.57, -1.27, -3.12], [-1.39, -2.80, -1.32], [-0.23, -2.14, -3.33], [-3.95, 0.61, -0.21], [-4.58, 1.32, -1.33], [-3.64, 1.46, -2.34], [-2.64, 1.19, 0.12], [-3.92, -0.53, -0.30], [-4.58, 0.78, 0.64], [-4.79, 2.37, -0.98], [-5.56, 0.77, -1.65], [-3.42, 0.55, -2.67], [-1.99, 0.93, -0.55], [1.14, 0.51, 2.95], [1.50, 1.16, 1.59], [2.93, 0.94, 1.27], [3.78, 1.32, 2.51], [4.85, 2.12, 2.01], [0.64, 0.55, 0.54], [1.62, -0.45, 2.95], [0.05, 0.38, 3.01], [1.67, 1.12, 3.74], [1.36, 2.29, 1.69], [3.31, 1.46, 0.44], [3.02, -0.09, 0.98], [5.41, 1.78, 1.19], [5.59, 2.25, 2.81], [4.42, 3.09, 1.81], [0.87, 0.83, -0.42], [-0.25, 1.01, 0.71], [0.07, 3.49, -1.49], [1.16, 3.69, -1.05], [-0.91, 4.43, -1.43], [-0.16, 2.46, -2.33], [-0.47, 5.33, -1.21], [-1.56, 4.64, -2.16], [-1.11, 2.18, -2.55], [0.46, 1.65, -2.24], [-1.83, -2.88, 1.85], [-0.62, -2.35, 1.63], [-2.05, -3.32, 3.17], [-2.72, -2.71, 0.89], [-1.22, -3.47, 3.71], [-2.87, -3.85, 3.39], [-2.04, -2.93, -0.56], [-3.64, -3.22, 0.91], [2.68, -2.65, -1.01], [1.93, -1.89, -0.29], [2.27, -3.14, -2.08], [3.95, -2.83, -0.45], [2.89, -3.88, -2.48], [0.38, -2.70, -2.91], [4.54, -3.61, -0.65], [4.18, -2.38, 0.43]]}

---

Entry 3:
{"formula": "C3H4IN2P", "method": "wB97M-V/def2-TZVPD", "lumo_energy_ev": -2.05, "homo_lumo_gap_ev": 6.762, "de_lowest_kcal_mol": 57.9, "spin_multiplicity": 1, "e_homo_ev": -8.8, "species": ["C", "C", "C", "N", "N", "P", "I", "H", "H", "H", "H"], "coordinates": [[-1.71, -0.25, -0.70], [-0.96, 0.91, -0.84], [-0.95, -1.04, 0.19], [0.19, 0.81, -0.15], [0.16, -0.38, 0.37], [2.27, -0.32, 1.82], [3.47, 0.36, -0.19], [-2.64, -0.59, -1.18], [-0.89, 1.56, -1.73], [-1.02, -2.18, 0.22], [2.07, 1.12, 2.17]]}

---

Entry 4:
{"formula": "C45H77F19O12P2", "method": "wB97M-V/def2-TZVPD", "lumo_energy_ev": -0.15, "homo_lumo_gap_ev": 6.699, "spin_multiplicity": 1, "e_homo_ev": -6.9, "species": ["C", "C", "C", "C", "C", "C", "C", "C", "C", "C", "C", "C", "C", "C", "C", "C", "P", "C", "C", "F", "P", "C", "C", "C", "H", "H", "H", "H", "H", "H", "H", "H", "H", "H", "H", "H", "H", "H", "H", "H", "H", "H", "H", "H", "H", "H", "H", "H", "H", "H", "H", "H", "H", "H", "H", "H", "H", "H", "H", "H", "H", "H", "H", "H", "H", "H", "H", "H", "H", "H", "H", "C", "C", "O", "C", "O", "C", "F", "F", "F", "H", "H", "H", "H", "H", "C", "C", "O", "C", "O", "C", "F", "F", "F", "H", "H", "H", "H", "H", "C", "C", "O", "C", "O", "C", "F", "F", "F", "H", "H", "H", "H", "H", "C", "C", "O", "C", "O", "C", "F", "F", "F", "H", "H", "H", "H", "H", "C", "C", "O", "C", "O", "C", "F", "F", "F", "H", "H", "H", "H", "H", "C", "C", "O", "C", "O", "C", "F", "F", "F", "H", "H", "H", "H", "H"], "coordinates": [[2.33, -0.88, 0.38], [2.54, 0.69, -0.14], [1.43, 1.17, -1.24], [1.61, 0.53, -2.74], [3.13, 0.06, -3.12], [3.25, -1.57, -2.91], [3.43, -2.41, -4.32], [2.67, -3.86, -4.12], [3.11, -4.68, -2.77], [2.03, -4.63, -1.54], [0.47, -4.89, -1.96], [-0.49, -5.41, -0.72], [-2.04, -5.41, -1.34], [-3.18, -4.98, -0.23], [-3.82, -3.54, -0.81], [-4.71, -3.96, -2.12], [-5.93, -2.63, -2.73], [-7.21, -3.96, -3.37], [-8.19, -3.28, -4.54], [-6.51, -5.10, -4.08], [-4.63, -0.96, -2.25], [-4.97, -0.22, -0.51], [-5.12, 0.47, -3.48], [-4.19, 1.82, -3.24], [3.40, -1.33, 0.63], [1.74, -0.88, 1.41], [1.71, -1.53, -0.36], [3.66, 0.88, -0.44], [2.36, 1.36, 0.83], [1.38, 2.36, -1.27], [0.36, 0.82, -0.86], [1.31, 1.38, -3.51], [0.81, -0.33, -2.90], [3.99, 0.66, -2.59], [3.26, 0.25, -4.29], [4.19, -1.82, -2.25], [2.22, -1.94, -2.44], [4.55, -2.56, -4.65], [2.89, -1.87, -5.23], [3.00, -4.53, -5.04], [1.53, -3.67, -4.24], [3.37, -5.80, -3.03], [4.11, -4.20, -2.37], [2.33, -5.51, -0.80], [2.11, -3.64, -0.88], [0.03, -3.83, -2.28], [0.36, -5.57, -2.94], [-0.23, -6.56, -0.56], [-0.38, -4.78, 0.26], [-2.01, -4.62, -2.23], [-2.34, -6.43, -1.83], [-4.00, -5.80, -0.07], [-2.62, -4.81, 0.81], [-4.44, -3.10, 0.08], [-2.85, -2.89, -1.08], [-5.38, -4.89, -1.78], [-4.04, -4.38, -3.01], [-5.81, -2.24, -4.14], [-7.02, -2.04, -1.99], [-7.88, -4.36, -2.47], [-7.60, -2.64, -5.32], [-9.09, -2.70, -4.09], [-8.64, -4.20, -5.15], [-4.88, -0.99, 0.38], [-6.06, 0.26, -0.41], [-4.12, 0.59, -0.33], [-6.24, 0.78, -3.24], [-5.02, 0.14, -4.61], [-4.61, 2.42, -2.32], [-3.09, 1.44, -3.10], [-4.23, 2.49, -4.21], [-6.12, 0.36, 6.30], [-4.88, 0.37, 5.43], [-5.16, -0.21, 4.14], [-5.73, 0.62, 3.22], [-6.01, 1.80, 3.44], [-5.93, -0.10, 1.89], [-6.44, -1.36, 2.04], [-4.76, -0.25, 1.21], [-6.78, 0.55, 1.05], [-6.54, -0.65, 6.37], [-5.90, 0.73, 7.30], [-6.91, 0.99, 5.87], [-4.11, -0.25, 5.89], [-4.47, 1.38, 5.32], [3.89, 5.88, 1.12], [3.13, 5.98, -0.19], [4.03, 5.89, -1.30], [4.40, 4.63, -1.68], [4.00, 3.60, -1.13], [5.31, 4.68, -2.91], [6.28, 5.64, -2.80], [4.62, 4.95, -4.05], [5.97, 3.50, -3.13], [4.68, 6.63, 1.16], [3.22, 6.03, 1.97], [4.37, 4.90, 1.22], [2.64, 6.96, -0.25], [2.34, 5.22, -0.26], [6.28, 10.80, 4.00], [6.04, 9.78, 5.10], [5.99, 8.46, 4.56], [7.20, 7.84, 4.34], [8.28, 8.37, 4.58], [7.00, 6.42, 3.81], [6.04, 6.36, 2.84], [6.60, 5.56, 4.79], [8.13, 5.89, 3.27], [5.53, 10.70, 3.21], [6.24, 11.82, 4.40], [7.26, 10.65, 3.53], [5.07, 9.97, 5.57], [6.80, 9.86, 5.89], [5.67, -11.01, -3.51], [5.08, -9.65, -3.83], [5.35, -8.72, -2.77], [6.59, -8.12, -2.79], [7.44, -8.35, -3.64], [6.72, -7.13, -1.63], [6.25, -7.63, -0.45], [6.03, -5.98, -1.87], [8.01, -6.76, -1.40], [5.31, -11.37, -2.54], [5.40, -11.74, -4.28], [6.76, -10.96, -3.45], [4.00, -9.73, -3.92], [5.45, -9.26, -4.79], [0.93, 12.08, -2.36], [1.58, 12.50, -1.06], [1.27, 11.57, -0.02], [2.05, 10.44, 0.03], [2.96, 10.20, -0.76], [1.65, 9.56, 1.21], [0.29, 9.43, 1.34], [2.10, 10.06, 2.40], [2.13, 8.29, 1.13], [-0.15, 11.95, -2.22], [1.09, 12.83, -3.14], [1.32, 11.13, -2.72], [1.19, 13.47, -0.75], [2.67, 12.62, -1.18], [-6.57, -4.24, 5.05], [-5.92, -3.83, 6.35], [-6.23, -4.76, 7.39], [-5.45, -5.89, 7.44], [-4.54, -6.13, 6.65], [-5.85, -6.77, 8.62], [-7.21, -6.89, 8.75], [-5.40, -6.27, 9.81], [-5.37, -8.04, 8.54], [-7.65, -4.38, 5.19], [-6.41, -3.49, 4.27], [-6.18, -5.20, 4.70], [-6.31, -2.85, 6.66], [-4.83, -3.71, 6.23]]}